Record 1
This record from the OMol25 dataset describes an isolated molecule of CH4BNO2S2. The level of theory is the ωB97M-V functional and the def2-TZVPD basis.

Structure (XYZ):
```
11
Properties=species:S:1:pos:R:3:forces:R:3:mulliken_charge:R:1
N -2.325450 -1.141761 0.084333 0.193 -0.382 0.128 -0.413
C -1.496207 -0.090776 0.012531 0.369 0.036 -0.037 0.449
S -2.144302 1.415567 -0.082018 0.848 0.417 0.010 -0.388
S 0.204444 -0.762566 0.019706 -0.313 -0.398 -0.027 -0.247
B 1.762967 0.315822 -0.064733 -2.081 0.264 0.043 0.452
O 2.838853 -0.457478 -0.171647 0.457 -0.900 -0.043 -0.420
O 1.782073 1.645505 -0.010913 0.642 0.871 -0.025 -0.455
H -1.967099 -2.075489 0.191791 -0.044 -0.073 0.004 0.207
H -3.314026 -0.967404 0.182995 0.141 0.015 -0.077 0.202
H 3.691064 -0.027377 -0.208891 0.212 0.314 0.014 0.322
H 0.967686 2.145954 0.046847 -0.424 -0.164 0.008 0.292
```
Forces are in eV/Å.

* ΔE to the lowest compared entry with this formula, charge and spin: 8.8 kcal/mol
* charge: 0
* E_tot: -1067.09332 Eh
* SMILES: NC(=S)SB(O)O
* gap between HOMO and LUMO: 9.1 eV
* multiplicity: 1

Record 2
This record from the OMol25 dataset describes a cluster of 2 separate species, CH4Br2N in total. The level of theory is the ωB97M-V functional and the def2-TZVPD basis.

Structure (XYZ):
```
8
Properties=species:S:1:pos:R:3:forces:R:3:mulliken_charge:R:1
C -0.742407 0.746151 0.121694 1.300 3.143 0.341 -0.001
N -1.247900 -0.364761 -0.169443 -1.605 -2.929 2.860 -0.191
Br 2.344773 -0.471641 -0.352764 -3.025 1.162 0.893 -0.198
Br -0.540491 1.249217 1.961552 -0.244 -0.416 -1.690 0.084
H -0.388352 1.540336 -0.603851 -0.387 -1.319 0.654 0.449
H -1.389671 -0.918080 -1.040023 0.326 1.169 0.422 0.326
H 3.534300 -0.937142 -0.685431 3.029 -1.175 -0.883 0.248
H -1.570252 -0.844080 0.768267 0.606 0.365 -2.598 0.283
```
Forces are in eV/Å.

* ΔE to the lowest compared entry with this formula, charge and spin: 12.5 kcal/mol
* charge: +1
* E_tot: -5242.97143 Eh
* gap between HOMO and LUMO: 9.1 eV
* multiplicity: 1

Record 3
This record from the OMol25 dataset describes a cluster of 2 separate species, CH4Br2N3S in total. The level of theory is the ωB97M-V functional and the def2-TZVPD basis.

Structure (XYZ):
```
11
Properties=species:S:1:pos:R:3:forces:R:3:mulliken_spin:R:1
C -0.449080 -0.311662 -0.617055 -1.777 -0.880 -2.307 -0.044
N -0.058814 -1.479389 -0.155998 -0.305 -2.368 -1.170 0.001
N -0.140493 0.776357 -0.088577 1.084 -0.837 0.500 0.605
N 1.015506 0.493598 2.128394 -2.404 1.591 0.088 0.911
S -1.444836 -0.490372 -2.206492 0.852 -0.879 0.784 0.168
Br -2.392600 1.278383 -2.898092 0.046 0.564 0.339 0.020
Br 2.663363 0.378936 1.655733 1.679 0.049 -0.131 0.344
H 0.604649 -1.304724 0.530920 1.387 -0.368 1.865 0.005
H -0.054731 -2.467903 -0.562715 -0.473 2.454 0.340 -0.001
H -0.461417 1.672099 -0.256946 -0.929 2.105 -0.249 0.004
H 0.718454 1.454676 2.470827 0.840 -1.431 -0.059 -0.012
```
Forces are in eV/Å.

* ΔE to the lowest compared entry with this formula, charge and spin: 21.4 kcal/mol
* charge: +1
* E_tot: -5750.53866 Eh
* gap between HOMO and LUMO (spin up / spin down): 9.3 / 5.1 eV
* multiplicity: 3

Record 4
This record from the OMol25 dataset describes a structure of composition CH4BrClOP. The level of theory is the ωB97M-V functional and the def2-TZVPD basis.

Structure (XYZ):
```
9
Properties=species:S:1:pos:R:3:forces:R:3:mulliken_charge:R:1
C -0.735723 1.073884 -1.062038 0.359 0.814 1.941 -0.563
O -2.049677 -0.046924 2.606536 1.570 0.602 -0.069 -0.330
P -0.622118 -0.717124 2.575652 -0.658 0.524 -0.182 0.685
Cl -1.018805 -2.595596 3.025737 0.125 -0.244 -0.276 -0.035
Br -0.417728 -0.815732 -0.258509 -0.340 0.848 -0.345 0.004
H -1.263529 1.649630 -0.183506 0.758 -1.202 -2.171 0.258
H 0.301505 1.468312 -1.171131 -0.912 -0.428 0.038 0.290
H -1.247013 0.999044 -2.046657 0.109 -0.269 1.103 0.310
H -2.844472 -0.529898 2.417108 -1.011 -0.644 -0.039 0.381
```
Forces are in eV/Å.

* ΔE to the lowest compared entry with this formula, charge and spin: 35.8 kcal/mol
* charge: +1
* E_tot: -3491.03491 Eh
* gap between HOMO and LUMO: 9.0 eV
* multiplicity: 1

Record 5
This record from the OMol25 dataset describes an isolated molecule of CH4BrN. The level of theory is the ωB97M-V functional and the def2-TZVPD basis.

Structure (XYZ):
```
7
Properties=species:S:1:pos:R:3:forces:R:3:mulliken_spin:R:1
C 0.583193 0.258711 0.007870 1.988 -1.285 0.389 -0.003
N -0.553443 -0.618448 0.277724 3.528 1.048 -0.836 1.000
Br -2.278436 0.317943 0.181045 -3.725 1.812 0.240 0.970
H 0.822519 0.568594 -1.036197 -1.072 -0.493 0.263 0.027
H 0.535483 1.175294 0.583968 -0.317 -0.028 0.237 -0.009
H 1.536508 -0.279979 0.271155 -0.731 0.504 0.128 0.036
H -0.645824 -1.422116 -0.285565 0.329 -1.558 -0.421 -0.020
```
Forces are in eV/Å.

* charge: 0
* E_tot: -2669.11609 Eh
* gap between HOMO and LUMO (spin up / spin down): 7.5 / 7.7 eV
* multiplicity: 3

Record 6
This record from the OMol25 dataset describes the ion CH4BrN6 with charge +1. The level of theory is the ωB97M-V functional and the def2-TZVPD basis.

Structure (XYZ):
```
12
Properties=species:S:1:pos:R:3:forces:R:3:mulliken_charge:R:1
N -0.035505 -1.096881 -1.692738 -0.177 -0.181 -0.086 -0.609
N -0.302844 -0.862266 -0.380421 -0.273 0.041 0.527 0.808
N -0.979308 -1.651061 0.389261 0.524 0.173 0.019 -0.291
N -1.055552 -1.094226 1.587131 -0.498 -0.003 -0.206 -0.219
C -0.441550 0.076958 1.539542 0.404 -0.531 -0.366 0.500
Br -0.204299 1.259105 2.890684 0.027 0.277 0.348 0.042
N 0.068046 0.243901 0.309553 -0.063 0.239 -0.254 0.336
N 0.788447 1.237109 -0.324178 0.090 -0.153 0.249 -0.795
H -0.818113 -0.792260 -2.261197 0.012 0.017 -0.121 0.293
H 0.834551 -0.657458 -1.963949 0.033 0.031 -0.007 0.337
H 1.753238 1.195623 -0.006497 0.035 0.064 0.014 0.301
H 0.392889 2.141455 -0.087192 -0.114 0.025 -0.116 0.297
```
Forces are in eV/Å.

* charge: +1
* E_tot: -2942.66890 Eh
* SMILES: Nn1nnc(Br)[n+]1N
* gap between HOMO and LUMO: 10.4 eV
* multiplicity: 1